No. 1
# C89H181N11O9

11 unconnected molecules or ions with the total composition C89H181N11O9 at a distorted geometry (the ωB97M-V functional and the def2-TZVPD basis, the OMol25 dataset).

```
290
C89H181N11O9 the ωB97M-V functional and the def2-TZVPD basis
C -18.7884 -26.8149 0.4011
C -18.6880 -27.1889 1.8898
C -19.6896 -28.2984 2.1389
C -19.4189 -29.2342 3.3311
C -17.8609 -29.5653 3.4321
C -16.9359 -28.3779 3.4179
N -17.2919 -27.5447 2.1794
O -16.4271 -26.4246 1.9843
C -16.9970 -27.6645 4.7880
C -15.4964 -28.8995 3.2748
C -19.1239 -25.9622 2.7308
H -19.8437 -26.5448 0.2649
H -18.7289 -27.7179 -0.2092
H -18.1405 -25.9866 0.0453
H -20.6979 -27.8874 2.1882
H -19.6944 -28.9735 1.2338
H -19.8912 -30.1826 3.2540
H -19.7101 -28.7445 4.2486
H -17.6051 -30.3088 2.6857
H -17.7855 -30.1805 4.3030
H -16.4564 -26.7360 4.5939
H -18.0655 -27.5288 5.0949
H -16.5116 -28.3443 5.4946
H -14.8139 -28.1177 3.4720
H -15.2330 -29.7150 3.9226
H -15.3361 -29.2864 2.2635
H -19.1647 -26.1992 3.8187
H -20.1564 -25.7363 2.5174
H -18.4588 -25.0631 2.6950
H -16.7382 -25.7886 2.5981
C -22.1172 -23.1518 4.5327
C -23.0375 -24.3053 4.7276
C -24.2034 -23.8562 5.5946
C -25.3596 -24.8171 5.7261
C -25.7504 -25.2558 4.2751
C -24.5663 -25.7150 3.4337
N -23.5258 -24.7061 3.4022
O -22.3376 -25.1380 2.7412
C -24.1749 -27.0993 3.8709
C -25.1422 -25.7405 1.9732
C -22.2800 -25.4217 5.5453
H -21.1946 -23.4243 3.9910
H -21.8163 -22.7675 5.5259
H -22.5869 -22.2661 4.0625
H -23.7809 -23.4972 6.5490
H -24.5950 -22.9705 5.0772
H -26.1758 -24.3575 6.2746
H -25.0698 -25.6534 6.4058
H -26.1901 -24.3868 3.7838
H -26.5235 -26.0561 4.3246
H -25.0996 -27.7095 3.7991
H -23.4518 -27.5174 3.2239
H -23.8344 -27.2197 4.8788
H -25.5950 -26.7219 1.6899
H -25.8121 -24.8591 1.8847
H -24.3546 -25.5465 1.2345
H -23.0253 -25.9784 6.1339
H -21.5265 -24.9400 6.1696
H -21.7670 -26.1242 4.9150
H -22.3809 -24.6771 1.9142
C -19.9200 -17.2609 6.8273
C -19.1463 -17.7492 5.5950
C -17.6817 -17.2780 5.7467
C -16.7468 -17.9197 4.6932
C -16.7641 -19.4163 4.9646
C -18.1506 -20.0248 4.9404
N -19.0549 -19.2382 5.7935
O -20.3463 -19.8088 5.6695
C -18.5829 -20.2995 3.4634
C -18.0673 -21.4070 5.5678
C -19.7713 -17.2461 4.2923
H -20.9582 -17.5747 6.7527
H -19.9077 -16.1635 6.9389
H -19.4114 -17.6740 7.6503
H -17.6417 -16.1632 5.6793
H -17.3051 -17.5224 6.7565
H -15.7360 -17.4837 4.7391
H -17.1333 -17.6463 3.7016
H -16.3051 -19.5351 5.9505
H -16.0868 -19.8713 4.2747
H -18.1739 -19.6211 2.6935
H -18.2826 -21.3277 3.2014
H -19.6730 -20.2892 3.4445
H -17.5508 -22.1779 5.0039
H -17.5900 -21.3555 6.5529
H -19.0618 -21.8933 5.6746
H -19.5345 -16.1703 4.2809
H -20.8346 -17.4045 4.2801
H -19.3460 -17.7627 3.4198
H -20.4878 -20.4003 6.4120
C -14.1689 -23.7238 1.3587
C -14.7027 -22.8620 2.5240
C -13.7817 -22.8199 3.6666
C -12.5392 -22.0990 3.3814
C -12.8497 -20.6889 2.9515
C -13.9006 -20.5814 1.7969
N -15.0384 -21.4860 2.1504
O -15.9551 -21.4852 1.0858
C -14.3323 -19.1234 1.8178
C -13.2032 -20.8795 0.4586
C -16.0917 -23.5049 2.8904
H -13.1286 -23.4554 1.2353
H -14.7754 -23.4845 0.5344
H -14.3320 -24.7820 1.6101
H -14.2090 -22.4468 4.6108
H -13.5489 -23.8672 3.9546
H -11.8614 -22.6363 2.6853
H -11.8394 -22.0797 4.2236
H -11.8846 -20.1754 2.7502
H -13.3327 -20.1764 3.7951
H -13.4310 -18.5190 1.6460
H -14.9720 -18.9470 0.9861
H -14.7716 -18.7160 2.7110
H -13.7365 -20.7213 -0.4846
H -12.3347 -20.2625 0.2776
H -12.8690 -21.8885 0.3497
H -16.7982 -22.8771 3.3467
H -15.9423 -24.3639 3.5728
H -16.5335 -23.9824 2.0410
H -15.4457 -21.8359 0.3453
C -22.5313 -28.7628 -5.2057
C -21.4947 -29.1030 -4.1442
C -20.1473 -28.3393 -4.4220
C -20.3561 -26.8594 -4.0303
C -20.9967 -26.6292 -2.6306
C -22.2551 -27.4380 -2.3630
N -21.9448 -28.8505 -2.7298
O -23.1805 -29.6373 -2.5336
C -22.4677 -27.4431 -0.8626
C -23.4555 -26.7526 -3.0392
C -21.2329 -30.6182 -4.1904
H -22.4403 -29.4713 -6.0213
H -22.4194 -27.7580 -5.6498
H -23.5616 -28.8007 -4.8812
H -19.4206 -28.7831 -3.7398
H -19.7548 -28.5852 -5.4142
H -20.9212 -26.3759 -4.8619
H -19.3637 -26.3924 -4.0271
H -21.1445 -25.5819 -2.5348
H -20.2767 -27.0635 -1.9138
H -23.3153 -28.0799 -0.6088
H -21.5940 -27.8249 -0.3237
H -22.5127 -26.3976 -0.5863
H -23.2276 -26.5126 -4.0733
H -24.3550 -27.3593 -2.7938
H -23.5505 -25.7573 -2.5547
H -21.0119 -30.9849 -5.2157
H -22.0787 -31.1766 -3.8448
H -20.3916 -30.9785 -3.6327
H -22.9779 -30.2485 -1.8339
C -27.7056 -21.0127 2.8968
C -26.3054 -20.4080 2.5564
C -26.6495 -19.2297 1.5779
C -25.4407 -18.2417 1.3825
C -24.7945 -17.7933 2.6760
C -24.4315 -18.9715 3.7239
N -25.7341 -19.8378 3.8085
O -25.3050 -20.9427 4.6579
C -23.0845 -19.6500 3.2179
C -24.2152 -18.3945 5.1065
C -25.5596 -21.5031 1.7348
H -27.5862 -21.9179 3.5207
H -28.2660 -21.4618 2.0468
H -28.3463 -20.2940 3.4522
H -27.0671 -19.6724 0.6455
H -27.5077 -18.6448 1.9209
H -25.8286 -17.3481 0.8957
H -24.6871 -18.6670 0.7094
H -25.5032 -17.0278 3.1054
H -23.9042 -17.2397 2.5037
H -22.4975 -19.9141 4.0866
H -23.3353 -20.4729 2.5572
H -22.5353 -18.8974 2.6561
H -23.5689 -17.5271 5.0316
H -25.1644 -18.0608 5.5364
H -23.7426 -19.1155 5.7783
H -25.1049 -22.2842 2.3091
H -24.7583 -20.9872 1.1629
H -26.3225 -21.7453 0.9730
H -25.8867 -20.8973 5.4459
C -15.5615 -23.3972 -4.8148
C -17.0837 -23.0999 -4.7037
C -17.8162 -24.0353 -3.7353
C -17.4927 -23.8634 -2.2794
C -17.7258 -22.3761 -1.9061
C -17.0107 -21.3767 -2.8420
N -17.4853 -21.7163 -4.2309
O -16.6624 -20.8809 -5.1183
C -17.5160 -19.9857 -2.4820
C -15.4760 -21.3573 -2.5531
C -17.6569 -23.3370 -6.0981
H -15.0022 -22.5838 -5.2501
H -15.4893 -24.3172 -5.3814
H -15.0624 -23.5804 -3.8597
H -18.9054 -23.8184 -3.8423
H -17.5798 -25.0826 -4.0124
H -16.5115 -24.2398 -1.9170
H -18.2136 -24.4875 -1.7330
H -17.4737 -22.2472 -0.8319
H -18.8225 -22.1521 -2.0597
H -17.0797 -19.2584 -3.1511
H -18.6275 -19.9777 -2.6464
H -17.2770 -19.7979 -1.4206
H -14.8909 -20.8090 -3.2728
H -15.4336 -20.8606 -1.5581
H -15.0278 -22.3347 -2.4942
H -18.7361 -23.0758 -6.0992
H -17.4287 -24.3875 -6.2636
H -17.1814 -22.7436 -6.9315
H -17.2480 -20.1286 -5.3255
C -26.0300 -21.1338 -3.3459
C -25.3373 -22.4873 -3.0703
C -25.6572 -23.5630 -4.1404
C -25.0080 -23.2611 -5.4397
C -23.5127 -23.1196 -5.2116
C -23.2010 -22.0454 -4.2136
N -23.9171 -22.3847 -2.9533
O -23.6678 -21.3383 -2.0656
C -21.7360 -21.8695 -3.8824
C -23.5216 -20.6344 -4.7593
C -25.8884 -22.9335 -1.7369
H -26.0774 -20.8927 -4.3903
H -25.4093 -20.3726 -2.8471
H -26.9836 -21.0883 -2.8154
H -25.3947 -24.5161 -3.6552
H -26.7816 -23.6154 -4.2730
H -25.4082 -22.3879 -5.9007
H -25.2428 -24.0440 -6.1828
H -22.8502 -22.8947 -6.0970
H -23.2187 -24.1511 -4.8457
H -21.5554 -20.9949 -3.2973
H -21.4087 -22.8204 -3.4946
H -21.3145 -21.6665 -4.9126
H -22.7768 -20.4208 -5.4995
H -24.4882 -20.5183 -5.2297
H -23.3976 -19.9748 -3.9364
H -25.3404 -23.8380 -1.5114
H -26.9144 -23.2084 -1.8105
H -25.6737 -22.1510 -0.9924
H -23.2531 -21.8082 -1.3080
C -14.5091 -12.5568 -0.9114
C -15.1016 -13.7870 -1.5169
C -13.9575 -14.7218 -2.1253
C -14.5338 -15.9948 -2.5596
C -15.2623 -16.6963 -1.3558
C -16.3346 -15.7999 -0.7486
N -15.7274 -14.5224 -0.4384
O -16.8036 -13.6596 0.0210
C -17.5887 -15.7686 -1.6580
C -16.6901 -16.5061 0.5481
C -16.0889 -13.4095 -2.6248
H -13.7035 -12.0442 -1.5064
H -14.1478 -12.7734 0.1271
H -15.2817 -11.8186 -0.7669
H -13.4227 -14.1698 -2.8776
H -13.2887 -14.8607 -1.2715
H -13.7162 -16.6333 -2.9433
H -15.2415 -15.7905 -3.3996
H -14.5777 -16.9296 -0.4750
H -15.6049 -17.7087 -1.5036
H -18.2265 -14.8789 -1.6903
H -17.3574 -15.9660 -2.7096
H -18.2780 -16.5582 -1.3037
H -17.0758 -17.5136 0.4059
H -15.8502 -16.5309 1.2663
H -17.5716 -15.9807 0.9545
H -16.2530 -14.1657 -3.3870
H -15.7593 -12.4974 -3.1828
H -17.0589 -13.1431 -2.1399
H -16.5600 -13.5266 0.9767
N -21.1427 -19.8065 -0.7384
C -20.1828 -19.4100 0.1655
C -20.3265 -18.0508 0.2683
C -21.4377 -17.6276 -0.5070
C -21.9066 -18.7616 -1.1478
H -21.3740 -20.7826 -0.7169
H -19.4276 -20.0994 0.5200
H -19.7184 -17.4369 0.8908
H -21.6613 -16.5589 -0.6370
H -22.7187 -18.8341 -1.8896
N -20.1676 -23.3550 0.5392
C -20.6380 -24.0836 -0.5477
C -22.0223 -23.7249 -0.5849
C -22.3348 -22.9215 0.5485
C -21.1691 -22.7339 1.2439
H -19.2843 -23.4979 0.9683
H -20.0366 -24.7612 -1.1134
H -22.7787 -24.0186 -1.3387
H -23.3061 -22.5095 0.7680
H -20.8232 -22.0877 2.0465
```

The calculation puts the largest force on an atom at 3.85 eV Å⁻¹. As for the structure (SMILES): CC1(C)CCCC(C)(C)N1O.CC1(C)CCCC(C)(C)N1O.CC1(C)CCCC(C)(C)N1O.CC1(C)CCCC(C)(C)N1O.CC1(C)CCCC(C)(C)N1O.CC1(C)CCCC(C)(C)N1O.CC1(C)CCCC(C)(C)N1O.CC1(C)CCCC(C)(C)N1O.CC1(C)CCCC(C)(C)N1O.c1cc[nH]c1.c1cc[nH]c1. The calculation puts the total energy at -4778.68492 hartree. For the orbital gap, the calculation gives 0.318 Ha. The LUMO energy comes out at 0.53 eV.

Löwdin atomic charge list, values in e, 99 entries: number 1, C, carries -0.032; number 2, C, carries -0.498; number 3, C, carries -0.134; number 4, C, carries -0.130; number 5, C, carries -0.136; number 6, C, carries -0.494; number 7, N, carries -0.058; number 8, O, carries -0.027; number 9, C, carries -0.020; number 10, C, carries -0.042; number 11, C, carries -0.012; number 12, H, carries 0.051; number 13, H, carries 0.086; number 14, H, carries 0.086; number 15, H, carries 0.111; number 16, H, carries 0.132; number 17, H, carries 0.094; number 18, H, carries 0.090; number 19, H, carries 0.115; number 20, H, carries 0.107; number 21, H, carries 0.073; number 22, H, carries 0.079; number 23, H, carries 0.090; number 24, H, carries 0.061; number 25, H, carries 0.079; number 26, H, carries 0.093; number 27, H, carries 0.085; number 28, H, carries 0.053; number 29, H, carries 0.075; number 30, H, carries -0.013; number 31, C, carries -0.045; number 32, C, carries -0.513; number 33, C, carries -0.160; number 34, C, carries -0.157; number 35, C, carries -0.122; number 36, C, carries -0.524; number 37, N, carries -0.048; number 38, O, carries -0.049; number 39, C, carries -0.031; number 40, C, carries -0.010; number 41, C, carries -0.007; number 42, H, carries 0.080; number 43, H, carries 0.088; number 44, H, carries 0.078; number 45, H, carries 0.135; number 46, H, carries 0.094; number 47, H, carries 0.103; number 48, H, carries 0.109; number 49, H, carries 0.098; number 50, H, carries 0.133; number 51, H, carries 0.100; number 52, H, carries 0.067; number 53, H, carries 0.058; number 54, H, carries 0.097; number 55, H, carries 0.076; number 56, H, carries 0.059; number 57, H, carries 0.064; number 58, H, carries 0.083; number 59, H, carries 0.060; number 60, H, carries 0.035; number 61, C, carries -0.032; number 62, C, carries -0.499; number 63, C, carries -0.139; number 64, C, carries -0.177; number 65, C, carries -0.148; number 66, C, carries -0.492; number 67, N, carries -0.071; number 68, O, carries -0.050; number 69, C, carries -0.015; number 70, C, carries -0.037; number 71, C, carries -0.007; number 72, H, carries 0.074; number 73, H, carries 0.094; number 74, H, carries 0.065; number 75, H, carries 0.126; number 76, H, carries 0.122; number 77, H, carries 0.114; number 78, H, carries 0.095; number 79, H, carries 0.123; number 80, H, carries 0.089; number 81, H, carries 0.078; number 82, H, carries 0.062; number 83, H, carries 0.065; number 84, H, carries 0.055; number 85, H, carries 0.092; number 86, H, carries 0.085; number 87, H, carries 0.097; number 88, H, carries 0.064; number 89, H, carries 0.061; number 90, H, carries 0.098; number 91, C, carries 0.007; number 92, C, carries -0.488; number 93, C, carries -0.173; number 94, C, carries -0.214; number 95, C, carries -0.125; number 96, C, carries -0.463; number 97, N, carries -0.071; number 98, O, carries -0.037; number 99, C, carries -0.031



No. 2
# C4H6OS2

A molecular structure, C4H6OS2 at a distorted geometry (the ωB97M-V functional and the def2-TZVPD basis, the OMol25 dataset).

```
13
C4H6OS2 the ωB97M-V functional and the def2-TZVPD basis
C 0.1917 -0.1529 0.1063
C -0.6817 0.0541 -1.1377
C -0.7226 -0.8642 0.9579
C 0.6172 1.3101 0.6594
H 2.8252 -0.0502 -0.4155
H -0.6434 -0.7812 -1.8393
H -0.3579 1.1401 -1.4840
H -0.5653 -1.9902 0.6354
H -0.8078 -0.8131 2.0057
H 0.9394 1.2040 1.7657
O 1.0133 2.2975 -0.0915
S 1.7657 -1.1316 -0.1588
S -2.1360 -0.0667 -0.0569
```

The calculation puts the largest force on an atom at 6.91 eV Å⁻¹. The calculation puts the total energy at -1027.52418 hartree. For the orbital gap, the calculation gives 0.333 Ha. The LUMO energy comes out at -0.18 eV.

The net atomic charges from Löwdin, expressed in e, are: number 1, C, carries -0.975; number 2, C, carries -0.459; number 3, C, carries -0.426; number 4, C, carries -0.167; number 5, H, carries -0.015; number 6, H, carries 0.075; number 7, H, carries 0.121; number 8, H, carries 0.115; number 9, H, carries 0.065; number 10, H, carries 0.145; number 11, O, carries -0.036; number 12, S, carries 0.714; number 13, S, carries 0.843